This record from the Open Molecules 2025 dataset describes an isolated molecule of C3H7N3OS in a non-equilibrium geometry. The level of theory is the ωB97M-V functional and the def2-TZVPD basis.

Multiplicity ... 1
HOMO level ... -9.11 eV
Energy above the lowest of the compared OMol25 structures with the same formula, charge and spin ... 55.07 kcal per mole
SMILES string ... [H]/N=C(\N)NOC(C)=S
LUMO energy ... 0.4 eV

Cartesian coordinates (Å):
C 2.51597 0.98020 -0.10236
C 1.61377 -0.19099 0.09778
C -1.80533 -0.58852 0.08930
H 3.55276 0.56225 -0.18102
H 2.32854 1.47391 -1.08321
H 2.51962 1.72976 0.72665
H -0.17672 -1.68922 0.46815
H -1.55325 1.36797 0.43921
H -2.95248 0.97634 -0.47805
H -3.37531 -1.42012 -0.60027
N -0.57353 -0.76458 0.74430
N -2.00543 0.74494 -0.23458
N -2.51336 -1.60819 -0.14245
O 0.39069 0.19808 0.34584
S 2.03404 -1.77181 -0.08929

Atomic partial charges in e from the Mulliken method, atoms 1 to 4: atom 1 (C): -0.984, atom 2 (C): 0.560, atom 3 (C): 0.573, atom 4 (H): 0.323

This record from the Open Molecules 2025 dataset describes an isolated molecule of C3H7NO4S in a non-equilibrium geometry. The level of theory is the ωB97M-V functional and the def2-TZVPD basis.

Multiplicity ... 1
HOMO level ... -9.35 eV
Energy above the lowest of the compared OMol25 structures with the same formula, charge and spin ... 161.84 kcal per mole
SMILES string ... CO[S@](C)(=O)=C[N+](=O)[O-]
LUMO energy ... 0.6 eV

Cartesian coordinates (Å):
C -1.36068 -1.71430 -1.00148
C -0.43329 1.23179 1.44273
C 1.42722 0.53179 -0.74591
N 2.14678 -0.02639 0.26457
O 3.33717 -0.19211 0.13292
O 1.50189 -0.32212 1.26925
O -0.76208 -1.01237 0.04638
O -1.12283 1.20807 -1.06561
S -0.23528 0.48493 -0.18573
H -2.11282 -0.91018 -1.46925
H -0.63440 -1.91810 -1.92298
H -1.88680 -2.51054 -0.43141
H -1.30095 1.73818 1.54539
H -0.52759 0.56703 2.17790
H 0.34341 1.97693 1.71402
H 1.62026 0.86738 -1.77080

Atomic partial charges in e from the Mulliken method, atoms 1 to 4: atom 1 (C): -0.626, atom 2 (C): -1.243, atom 3 (C): -0.646, atom 4 (N): 1.017

This record from the Open Molecules 2025 dataset describes a structure of composition C22H35ClCsN6O3. The level of theory is the ωB97M-V functional and the def2-TZVPD basis.

Multiplicity ... 1
HOMO level ... -2.67 eV
Energy above the lowest of the compared OMol25 structures with the same formula, charge and spin ... 15.64 kcal per mole
Charge ... -1
LUMO energy ... 1.9 eV

Cartesian coordinates (Å):
Cs 0.24879 -0.98356 0.40587
N 3.15323 1.08287 0.89519
C 2.70322 2.42503 1.26991
C 2.48521 3.35466 0.07579
N 1.33186 2.96396 -0.72950
C 1.63565 2.83403 -2.14740
C 0.47100 2.26186 -2.96359
N -0.19911 1.11126 -2.36923
C 0.15915 3.78234 -0.45472
C -0.36919 3.63810 0.96595
N -0.77278 2.25985 1.23968
H 4.13305 1.11448 0.63323
H 2.66921 0.81952 0.04010
H 3.43272 2.86172 1.95751
H 1.76217 2.31882 1.80824
H 3.38197 3.32322 -0.55219
H 2.38025 4.39528 0.41986
H 2.48186 2.14920 -2.22807
H 1.93146 3.79988 -2.60029
H 0.85586 1.97361 -3.94376
H -0.28087 3.03404 -3.14393
H -0.41520 1.34195 -1.40265
H 0.41785 0.30159 -2.36274
H -0.65162 3.49075 -1.12330
H 0.37171 4.85135 -0.64323
H -1.19729 4.35024 1.07526
H 0.39655 3.93614 1.68588
H -1.66332 2.09653 0.77360
H -0.94186 2.13074 2.23011
C 4.58662 -0.94809 -2.50636
C 3.18182 -1.34624 -2.05902
O 2.40394 -0.41147 -1.84809
C 2.86256 -2.76037 -1.94960
C 3.93623 -3.68511 -1.99907
C 3.76936 -5.04054 -1.96152
C 2.45178 -5.54852 -1.90171
C 1.38283 -4.70800 -1.87375
C 1.50441 -3.26643 -1.88023
O 0.45921 -2.56179 -1.83840
H 4.58753 0.12759 -2.66772
H 4.87781 -1.45854 -3.42423
H 5.32776 -1.18842 -1.74175
H 4.94735 -3.30282 -2.05246
H 4.62249 -5.70517 -1.98203
H 2.28917 -6.62093 -1.88004
H 0.36971 -5.09001 -1.83244
N -4.42499 0.65498 -0.18844
C -3.44910 1.18627 -1.00186
N -3.08469 0.42613 -2.07433
O -2.97378 2.30186 -0.79624
H -4.44902 -0.34996 -0.10869
H -4.43878 1.08586 0.72450
H -3.37378 -0.53682 -2.10275
H -2.17295 0.63936 -2.48219
Cl -5.88667 -3.62407 6.32734
C -4.93131 -2.73061 5.14933
C -4.77990 -3.21464 3.85663
C -4.03290 -2.51602 2.93302
C -3.38070 -1.28061 3.24012
C -2.60424 -0.58067 2.31320
C -3.57650 -0.83005 4.58372
C -4.32373 -1.53217 5.50302
H -5.25391 -4.14893 3.57878
H -3.92483 -2.92217 1.93150
H -2.23902 0.41573 2.52620
H -2.61525 -0.89862 1.27515
H -3.11229 0.10249 4.88783
H -4.44377 -1.15195 6.51099

Atomic partial charges in e from the Mulliken method, atoms 1 to 4: atom 1 (Cs): 1.147, atom 2 (N): -0.503, atom 3 (C): -0.577, atom 4 (C): -1.040

This record from the Open Molecules 2025 dataset describes a structure of composition C22H32Cl2O3PdS in a non-equilibrium geometry. The level of theory is the ωB97M-V functional and the def2-TZVPD basis.

Multiplicity ... 1
HOMO level (alpha / beta) ... -14.53 / -14.53 eV
Energy above the lowest of the compared OMol25 structures with the same formula, charge and spin ... 72.71 kcal per mole
Charge ... +2
LUMO energy (alpha / beta) ... -8.7 / -8.7 eV

Cartesian coordinates (Å):
Pd 0.79227 -0.75790 0.27172
C -1.88011 -1.97816 -1.81099
O -0.53474 -2.15039 -1.38356
C -0.26422 -3.46342 -0.91202
C -0.58065 -3.60944 0.57581
O 0.47394 -2.98195 1.30013
C 0.38757 -3.18259 2.70271
H -2.06988 -2.61611 -2.67920
H -1.99313 -0.93593 -2.09791
H -2.59894 -2.21821 -1.02320
H 0.81192 -3.62273 -1.05228
H -0.82906 -4.20079 -1.49180
H -0.63314 -4.66997 0.84659
H -1.54126 -3.13209 0.82205
H 0.27640 -4.24896 2.92276
H -0.45725 -2.63687 3.13738
H 1.32267 -2.83582 3.13904
C 3.73624 -0.48406 -3.04927
C 2.57770 -0.14583 -2.09869
C 1.35672 0.22817 -2.96425
C 2.28521 -1.25861 -1.18513
C 2.93062 0.97409 -1.10455
C 4.22640 1.08902 -0.59150
C 4.58343 2.15263 0.21419
C 3.65201 3.14339 0.52397
C 2.34010 3.00116 0.10230
C 1.96156 1.90846 -0.67148
H 3.40692 -1.22906 -3.76819
H 4.60011 -0.89140 -2.53562
H 4.02827 0.42041 -3.57510
H 1.27359 -0.49434 -3.76914
H 1.47981 1.21235 -3.40665
H 0.43497 0.18940 -2.37962
H 2.98329 -2.06972 -1.01823
H 4.98127 0.36549 -0.85487
H 5.59783 2.23395 0.57362
H 3.96472 4.03069 1.05143
H 1.62527 3.78124 0.32626
H 0.95717 1.90158 -1.08579
Cl 0.89801 2.19398 3.71428
C 2.34446 1.28013 3.29215
Cl 1.89737 -0.19769 2.40621
H 2.85860 0.95769 4.19900
H 2.98065 1.89573 2.65451
C -1.54304 2.55788 1.21967
S -1.88369 1.28175 -0.03759
O -1.24111 0.05720 0.58176
C -3.66920 1.08018 0.24464
C -4.53361 1.85373 -0.51479
C -5.89429 1.78145 -0.25846
C -6.37262 0.92482 0.72210
C -5.49688 0.12808 1.44520
C -4.13327 0.19750 1.20323
H -1.89978 2.21435 2.18573
H -2.02864 3.48913 0.94743
H -0.46358 2.69710 1.25287
H -4.15680 2.50431 -1.28741
H -6.57792 2.38596 -0.83228
H -7.43517 0.86656 0.90973
H -5.87648 -0.54759 2.19754
H -3.43863 -0.41990 1.75355

Atomic partial charges in e from the Mulliken method, atoms 1 to 4: atom 1 (Pd): 0.955, atom 2 (C): -0.851, atom 3 (O): -0.077, atom 4 (C): -0.829

This record from the Open Molecules 2025 dataset describes a structure of composition C34H53N4OP2Pt in a non-equilibrium geometry. The level of theory is the ωB97M-V functional and the def2-TZVPD basis.

Multiplicity ... 3
HOMO level (alpha / beta) ... -7.54 / -10.77 eV
⟨S²⟩ ... 2.017
Charge ... +1
LUMO energy (alpha / beta) ... -2.3 / -3.9 eV

Cartesian coordinates (Å):
C -1.90732 -1.88976 -1.59944
C 0.23965 -1.64885 -2.55705
C -2.20360 -2.95110 -2.45451
C -0.07646 -2.60782 -3.52508
C -1.29280 -3.28372 -3.45352
H -3.16010 -3.45006 -2.33487
H 0.65092 -2.81233 -4.31180
H -1.52104 -4.07726 -4.16515
N -0.69008 -1.32311 -1.61666
P -2.46289 0.34451 -0.04119
P 2.11345 -0.64413 -0.75867
C -2.92962 -1.34659 -0.62477
H -3.92941 -1.35336 -1.08254
H -3.00162 -2.01553 0.24786
C 0.25520 1.35981 1.17211
O 0.48522 2.12778 2.01343
C 1.48236 -0.85199 -2.49840
H 2.22275 -1.12235 -3.25678
C 3.59486 0.54458 -0.99577
C 2.72589 -2.38530 -0.34438
C -3.26165 1.47442 -1.33592
C -3.28953 0.41130 1.64716
C 3.18135 1.94393 -0.51617
H 2.92194 1.94351 0.54850
H 4.03546 2.62205 -0.66571
H 2.33310 2.34134 -1.08372
C 4.79026 0.10106 -0.14496
H 4.53532 0.05826 0.92050
H 5.19990 -0.86192 -0.47314
H 5.58787 0.84988 -0.26378
C 4.05357 0.65192 -2.45714
H 4.94116 1.30367 -2.47244
H 4.36211 -0.30765 -2.88578
H 3.28920 1.10212 -3.10043
C 3.38204 -2.40639 1.04692
H 2.77804 -1.83523 1.76648
H 3.42712 -3.45296 1.38358
H 4.40502 -2.02006 1.04204
C 1.53278 -3.35031 -0.26268
H 0.79163 -3.00098 0.46752
H 1.04521 -3.49737 -1.23103
H 1.91182 -4.32883 0.06648
C 3.71290 -2.84336 -1.44422
H 3.89074 -2.11486 -2.24466
H 4.68924 -3.09173 -1.00453
H 3.32739 -3.75232 -1.92768
C -3.14378 1.81352 2.26231
H -3.53934 1.77568 3.28956
H -2.09943 2.14715 2.31253
H -3.73196 2.56458 1.71857
C -2.58166 -0.61650 2.55043
H -2.76051 -1.64647 2.21737
H -1.49766 -0.44901 2.59544
H -2.98782 -0.52361 3.56967
C -4.78288 0.05178 1.58071
H -5.13336 -0.11410 2.61062
H -5.39347 0.86232 1.16776
H -4.97937 -0.86818 1.01461
C -2.69985 1.18202 -2.73730
H -3.28794 1.75258 -3.47185
H -1.66430 1.52432 -2.82623
H -2.75070 0.12010 -3.00397
C -2.93765 2.93676 -0.99163
H -1.85294 3.10938 -0.96295
H -3.36424 3.57378 -1.78145
H -3.37354 3.25242 -0.03609
C -4.78221 1.27135 -1.41146
H -5.05995 0.22288 -1.58040
H -5.30648 1.65403 -0.52916
H -5.14668 1.84560 -2.27731
Pt -0.13166 0.17152 -0.17302
N 0.31985 1.49110 -1.89484
C 0.88514 0.92856 -2.85568
C 1.02725 1.41574 -4.25094
C 0.85349 2.79517 -4.41466
C 1.25419 0.59250 -5.36489
C 0.96732 3.38425 -5.67719
H 0.63215 3.39099 -3.52533
C 1.34320 1.17451 -6.63781
H 1.34060 -0.48775 -5.23072
C 1.21240 2.56395 -6.78865
H 0.85806 4.46785 -5.77543
H 1.50952 0.53786 -7.51275
H 1.29525 3.01259 -7.77839
C 0.45152 1.18140 5.45552
N 0.45880 -0.18209 4.92845
C -0.15486 -1.25775 5.70624
C 0.89096 -0.43528 3.71543
N 1.27748 -0.70965 2.64261
H 0.28555 1.12565 6.53538
H -0.34691 1.78447 4.99542
H 1.41251 1.66828 5.24654
H -1.16059 -1.50474 5.32830
H 0.46417 -2.16377 5.64692
H -0.23091 -0.92734 6.74628

Atomic partial charges in e from the Mulliken method, atoms 1 to 4: atom 1 (C): 0.000, atom 2 (C): -0.179, atom 3 (C): -0.687, atom 4 (C): -0.381

This record from the Open Molecules 2025 dataset describes a structure of composition C27H22Co2NO6 in a non-equilibrium geometry. The level of theory is the ωB97M-V functional and the def2-TZVPD basis.

Multiplicity ... 1
HOMO level ... -3.13 eV
Energy above the lowest of the compared OMol25 structures with the same formula, charge and spin ... 25.32 kcal per mole
Charge ... -1
LUMO energy ... 2.7 eV

Cartesian coordinates (Å):
C -4.95023 -1.32435 -0.65923
C -4.02640 -1.85714 -1.56639
C -2.69375 -2.01722 -1.19517
C -2.25922 -1.61359 0.08444
C -0.82120 -1.53442 0.38724
C -0.37499 -1.74202 1.70473
N 0.79525 -2.28668 2.03952
C 1.20685 -2.46187 3.43506
C 2.56359 -3.16171 3.37830
C 2.90269 -3.37986 1.88901
C 1.70379 -2.86853 1.06625
C -3.21291 -1.17505 1.02380
C -4.54556 -1.00512 0.64164
H -5.98442 -1.14187 -0.97203
H -4.34236 -2.12036 -2.57637
H -1.97569 -2.44264 -1.89405
H -0.10946 -1.69498 -0.42906
H -1.01637 -1.45303 2.55159
H 1.26332 -1.48099 3.92400
H 0.46973 -3.06204 3.98771
H 3.31681 -2.54059 3.86533
H 2.51217 -4.11307 3.91207
H 3.79659 -2.81057 1.61346
H 3.09056 -4.43779 1.67971
H 1.24213 -3.70084 0.50740
H 2.02570 -2.12078 0.32458
H -2.90058 -0.95483 2.04433
H -5.26017 -0.60827 1.36270
O -1.46096 4.88874 0.99929
C -0.35578 4.57346 0.88697
Co 1.32241 4.09324 0.62854
C 1.24377 4.55609 -1.06173
O 1.15565 4.86897 -2.16699
C 1.93848 5.54725 1.48291
O 2.31793 6.52343 1.97527
C 1.10029 2.15800 1.11305
C 0.74728 1.20891 0.16713
C -0.41624 0.57849 -0.21001
C -0.80326 0.62135 -1.63345
C -2.10332 0.99023 -2.04850
C -2.48729 0.85978 -3.37577
C -1.55877 0.42454 -4.33562
C -0.24278 0.14856 -3.94864
C 0.13102 0.24640 -2.61084
Co 2.41075 1.88397 -0.04101
C 3.50113 3.31714 0.32254
O 4.47912 3.91433 0.47499
C 3.50712 0.50438 0.17919
O 4.24098 -0.37954 0.34497
C 2.67645 2.11036 -1.77556
O 2.95815 2.29364 -2.88650
H 1.06511 1.97907 2.19582
H -1.23030 0.62475 0.52653
H -2.80749 1.35097 -1.29129
H -3.51429 1.08815 -3.66467
H -1.88064 0.29181 -5.37291
H 0.49445 -0.15790 -4.69935
H 1.15515 0.00165 -2.30494

Atomic partial charges in e from the Mulliken method, atoms 1 to 4: atom 1 (C): -0.497, atom 2 (C): -0.570, atom 3 (C): -0.250, atom 4 (C): 0.894

no.,molecular weight (g/mol),E (eV)
1,133.176,-20575.796
2,153.159,-23732.845
3,599.919,-51538.272
4,553.888,-68815.487
5,790.851,-65943.408
6,574.340,-117381.796